# 1
Here is an isolated molecule of C2H3FN4S at a distorted geometry from the OMol25 dataset. Energies are from wB97M-V/def2-TZVPD.

XYZ file:
```
11
Properties=species:S:1:pos:R:3:forces:R:3
N -0.273 1.980 0.074 0.2011 0.8326 0.0601
H 0.347 -2.172 0.776 -0.3646 0.4698 -0.7463
S 2.305 0.057 -0.217 -0.9190 -0.2295 0.3531
N 0.679 -0.256 0.297 0.4564 0.6768 -0.3386
N 0.118 -1.541 -0.019 -0.4638 -0.5264 0.7308
H 2.818 0.150 1.022 0.0210 -0.0402 -0.0671
H 0.666 2.384 0.202 -0.4054 -0.4460 -0.0646
C -1.494 -0.123 -0.061 -0.9137 -0.4587 0.5504
F -2.706 0.385 -0.113 0.0686 0.0142 -0.2070
C -0.322 0.730 0.113 0.8638 -0.9073 -0.1553
N -1.303 -1.380 -0.041 1.4554 0.6147 -0.1154
```
Forces are in eV/Å.

**Frontier orbital gap**: 9.4 eV
**HOMO**: -9.14 eV

---

# 2
Here is C15H25CdN7O10P2S as an isolated structure from the OMol25 dataset. Energies are from wB97M-V/def2-TZVPD.

XYZ file:
```
61
Properties=species:S:1:pos:R:3:forces:R:3
O 2.184 -1.342 3.586 0.1212 0.0442 0.0360
C 2.358 2.425 0.441 0.0111 -0.0411 -0.0863
C 2.471 1.276 -3.008 0.0000 0.0799 0.1545
C 3.276 2.164 -3.789 -0.0193 -0.0329 -0.0627
H -4.181 0.766 1.530 0.0167 0.0118 0.0023
C 1.617 -2.417 0.850 0.0041 -0.1338 -0.0501
H -5.500 -0.157 1.076 0.0210 -0.0230 -0.0039
H -6.786 1.979 -0.748 -0.0010 0.0003 0.0056
H 3.268 -3.678 -1.713 -0.0067 0.0046 -0.0043
H 2.899 3.014 -0.291 -0.0003 0.0059 0.0074
O -3.671 -0.147 -2.547 0.0066 -0.0181 -0.0169
H 1.259 -1.406 1.032 0.0442 -0.0038 -0.0126
H 0.453 0.309 3.051 -0.0053 -0.0065 -0.0170
C 0.999 -3.026 -0.398 0.0048 0.0217 0.0156
C 0.975 2.460 0.482 -0.2372 -0.0179 0.2467
H 3.393 -5.288 -1.017 -0.0160 -0.0067 -0.0082
N 1.194 1.516 -2.907 0.0703 0.0626 0.0022
Cd -1.248 1.563 -1.355 -0.1425 0.0220 -0.0414
C 2.361 0.833 2.250 -0.1320 -0.0267 0.0715
H 3.308 -1.717 -0.095 0.0451 -0.2262 0.0726
O -3.141 2.667 1.004 0.0234 0.0224 0.0101
H 1.264 -5.028 -0.068 0.0148 0.0072 0.0195
C 3.049 1.598 1.322 0.0765 -0.0026 -0.0359
N 3.098 -2.363 0.684 -0.0452 0.3726 0.0193
P -4.013 2.829 -0.385 0.0103 -0.0988 0.0583
H -6.655 0.231 -1.113 0.0012 -0.0012 -0.0060
N 1.555 -4.329 -0.741 0.0044 -0.0251 -0.0389
O -3.030 2.858 -1.525 0.0860 -0.0060 0.0233
H -4.755 -2.038 -1.182 0.0230 -0.0039 0.0157
C -4.817 1.146 -0.417 -0.0264 0.0151 -0.0003
H -5.952 1.426 -2.201 0.0038 -0.0068 0.0059
C 3.086 0.208 -2.273 0.0007 -0.1067 -0.1643
O -4.425 -1.478 -0.468 -0.0878 0.0027 -0.0042
O 0.532 0.668 -2.183 -0.0606 -0.0687 0.0204
P -3.694 -0.162 -1.077 0.1405 0.0036 0.0433
O 4.295 -0.843 2.501 -0.0531 -0.0492 0.0155
O -5.052 3.849 -0.171 -0.0149 0.0027 -0.0236
C 0.287 1.711 1.430 -0.0909 0.0434 0.1059
O -2.417 0.015 -0.273 0.0074 0.0581 0.0071
H -0.078 -3.113 -0.257 -0.0142 -0.0090 -0.0159
H 4.754 -3.561 0.241 0.0036 -0.0014 0.0127
N -5.076 0.773 1.031 -0.0303 0.0222 -0.0046
O 3.637 0.438 4.478 0.0133 0.0170 0.0575
H 4.128 1.533 1.272 -0.0082 -0.0186 0.0054
N 0.178 3.202 -0.475 0.2908 -0.0603 -0.2712
S 3.195 -0.321 3.342 0.0072 0.0354 -0.0259
C 0.976 0.911 2.321 0.1096 0.0357 -0.0321
C 3.683 -3.692 0.391 -0.0029 0.0138 -0.0070
C -6.145 1.196 -1.155 0.0073 0.0143 -0.0180
C 3.006 -4.284 -0.840 -0.0025 -0.0110 0.0116
N 3.571 -0.647 -1.680 -0.0487 0.0666 -0.0128
H 3.561 -1.901 1.527 0.0051 -0.0298 -0.1153
N 3.927 2.871 -4.418 0.0164 0.0084 0.0381
H -3.297 3.442 1.560 -0.0192 -0.0045 -0.0195
H -5.686 1.464 1.472 -0.0182 0.0079 -0.0064
H 1.419 -3.008 1.744 -0.0116 0.0266 -0.0051
H 1.156 -2.350 -1.244 -0.0064 -0.0214 -0.0132
H -0.796 1.747 1.476 -0.0286 0.0347 -0.0903
H -0.231 4.042 -0.082 -0.0827 -0.0632 0.0717
H 3.526 -4.313 1.274 -0.0005 -0.0142 0.0006
H 0.745 3.481 -1.271 0.0225 0.0760 0.0578
```
Forces are in eV/Å.

**Frontier orbital gap**: 8.6 eV
**HOMO**: -9.15 eV

---

# 3
Here is C2H12N4 as an isolated structure at a distorted geometry from the OMol25 dataset. Energies are from wB97M-V/def2-TZVPD.

XYZ file:
```
18
Properties=species:S:1:pos:R:3:forces:R:3
C 1.728 -0.080 0.100 -0.1752 0.2718 -0.2126
H 0.784 -1.537 1.399 0.3252 -0.2442 -0.1373
N -0.962 -0.346 0.845 1.7605 0.0534 -2.9498
C 0.711 -1.141 0.383 -1.7554 1.0674 1.8798
N -1.049 0.470 2.008 0.2881 -0.1036 -0.0238
N -0.503 -0.277 -1.784 -0.1381 -0.8593 -0.0153
H -1.427 -0.688 -1.941 0.0039 0.1666 -0.2794
H -1.647 -1.091 0.905 0.1318 -0.1873 0.1120
H 0.146 1.618 -1.750 -0.1171 -0.0531 -0.1514
H 1.842 0.057 -0.972 -0.1010 -0.0411 -0.0271
N -0.752 1.153 -1.658 -0.5288 0.8524 0.2162
H -0.339 0.166 2.675 -0.1712 -0.0030 -0.0778
H 0.617 -1.900 -0.382 -0.5497 0.2201 0.0030
H -0.824 1.425 1.747 -0.0003 -0.1080 -0.1755
H -1.332 1.491 -2.428 0.2731 0.0955 0.0743
H -1.129 0.144 -0.204 0.8596 -0.9611 1.6283
H 2.696 -0.353 0.532 -0.1337 -0.0524 0.0650
H 1.440 0.887 0.527 0.0282 -0.1141 0.0715
```
Forces are in eV/Å.

**Frontier orbital gap**: 6.3 eV
**HOMO**: -5.52 eV